Formula: C6H14O
Source: the OMol25 dataset
Level of theory: ωB97M-V/def2-TZVPD

The geometry in ORCA input format:
```
! wB97M-V def2-TZVPD RIJCOSX def2/J DEFGRID3
* xyz 0 1
C -1.49407 0.39773 -1.97538
C -0.44290 0.47443 -0.88340
C 0.96306 0.23343 -1.49070
C -0.74422 -0.60225 0.21016
C 0.35633 -0.95053 1.18705
C 1.01383 0.25264 1.88329
O 0.23318 0.69396 2.98760
H -1.72410 1.35278 -2.43309
H -1.23933 -0.41692 -2.65657
H -2.45554 0.08933 -1.55050
H -0.42926 1.40041 -0.30901
H 1.80032 0.69618 -0.98602
H 1.13050 -0.84653 -1.47009
H 0.99507 0.50697 -2.54624
H -1.71947 -0.25442 0.57413
H -1.17566 -1.48812 -0.29296
H 1.12372 -1.48439 0.63084
H -0.08619 -1.53255 1.98741
H 1.11358 1.02864 1.13557
H 1.97422 -0.10202 2.25656
H 0.80695 0.55121 3.74134
*
```

relative energy (zero: lowest compared OMol25 entry of this formula, charge and spin): 1.034 eV
SMILES string: CC(C)CCCO
orbital gap: 11.0 eV

Formula: C7H11N2O
Source: the OMol25 dataset
Level of theory: ωB97M-V/def2-TZVPD

The geometry in ORCA input format:
```
! wB97M-V def2-TZVPD RIJCOSX def2/J DEFGRID3
* xyz 1 1
H 0.68658 2.16770 0.05086
N -0.30322 1.85296 0.11521
N -0.50485 0.62255 0.04684
C -1.81843 0.21872 0.09122
C -2.85330 1.10068 -0.31582
C -3.94163 0.29671 -0.17065
O -3.58973 -0.93959 0.21001
C -2.33640 -1.06450 0.29796
C 0.59957 -0.43582 -0.14620
C 1.26342 -0.49559 1.12192
C 1.52198 -0.10648 -1.26153
H -2.88395 2.12207 -0.70837
H -4.94224 0.31386 -0.32961
H -1.86311 -1.84277 0.85854
H 0.14059 -1.29839 -0.54943
H 1.19531 0.50700 1.42608
H 0.90888 -1.10466 2.00532
H 2.33623 -0.93938 1.00131
H 2.04126 0.90390 -1.07096
H 1.02732 -0.03841 -2.22202
H 2.24777 -0.91339 -1.38002
*
```

relative energy (zero: lowest compared OMol25 entry of this formula, charge and spin): 3.747 eV
SMILES string: [H]/N=[N+](/c1ccoc1)C(C)C
orbital gap (spin up / spin down): 8.0 / 8.0 eV

Formula: C54H132F14N15O42S14
Source: the OMol25 dataset
Level of theory: ωB97M-V/def2-TZVPD

The geometry in ORCA input format:
```
! wB97M-V def2-TZVPD RIJCOSX def2/J DEFGRID3
* xyz 1 1
C 0.04304 -1.89870 9.29409
C 0.62431 -2.14092 7.90716
C -0.37273 -2.21032 6.67484
C 0.39619 -2.31217 5.33554
C 1.19851 -1.06719 5.12484
C 2.39894 -0.86132 6.08849
N 1.75798 -1.01927 7.48936
O 2.31758 -0.53372 8.45835
C 2.77961 0.67813 5.80846
C 3.49902 -1.91902 6.02523
C 1.54463 -3.37307 8.01718
H -0.66514 -2.69975 9.41716
H -0.51225 -0.95991 9.32267
H 0.73164 -2.02388 10.10267
H -1.08658 -1.40205 6.74694
H -0.85679 -3.15618 6.99359
H -0.32500 -2.43394 4.51461
H 1.00549 -3.24463 5.26048
H 0.65166 -0.15845 5.12581
H 1.54483 -1.01352 4.09431
H 2.63230 0.88911 4.73289
H 3.84923 0.81498 6.08433
H 2.06550 1.27105 6.33350
H 3.71617 -2.26474 7.04425
H 4.41172 -1.58990 5.67888
H 3.34035 -2.78337 5.37789
H 2.35483 -3.07405 8.67107
H 1.93074 -3.64140 7.06255
H 1.04181 -4.20114 8.49685
C 0.94071 -0.51520 -2.10693
C -0.10019 -0.44874 -0.98589
C 0.15414 -1.60646 0.08970
C -0.59139 -1.30113 1.41133
C -0.21447 -0.01672 2.02416
C -0.54328 1.17871 1.16051
N 0.10396 0.84949 -0.24678
O 0.70932 1.72192 -0.67967
C -0.04362 2.49835 1.81737
C -1.98407 1.35053 0.96497
C -1.55273 -0.62308 -1.55518
H 1.82043 0.10749 -1.81031
H 0.50996 -0.29668 -3.08846
H 1.25008 -1.57325 -2.12397
H 1.22309 -1.58201 0.29661
H -0.18590 -2.47693 -0.42756
H -0.25499 -2.03638 2.19241
H -1.68590 -1.42699 1.38069
H 0.86771 0.03218 2.19432
H -0.78236 0.19977 2.86787
H -0.71566 2.79742 2.53336
H 0.18753 3.33127 1.10990
H 0.90786 2.21004 2.36434
H -2.36674 1.66906 1.90097
H -2.58240 0.47798 0.63844
H -2.15035 2.14812 0.27450
H -1.63551 -1.31321 -2.41716
H -2.17984 0.30910 -1.74231
H -2.12397 -1.18563 -0.81835
C 7.90880 3.56857 -2.14701
O 6.59023 3.99113 -2.29150
C 6.14709 4.89275 -1.32569
C 4.76501 4.32052 -0.91745
N 3.81632 5.28950 -0.36321
H 4.22242 5.79906 0.49036
H 3.62330 6.04661 -1.06908
C 2.45057 4.76884 0.09386
C 1.68334 5.86669 0.81361
O 2.36655 6.26290 1.97532
C 1.99893 5.55041 3.17091
H 8.06799 3.03511 -1.20525
H 8.62528 4.41880 -2.13062
H 8.16498 2.89619 -2.97356
H 6.11050 5.90001 -1.76139
H 6.73806 4.84681 -0.45381
H 4.83926 3.54099 -0.13925
H 4.33464 3.83241 -1.70577
H 2.68164 3.86783 0.75351
H 1.87053 4.36307 -0.74547
H 0.61030 5.55680 0.90898
H 1.52749 6.76399 0.11984
H 0.93362 5.43995 3.19880
H 2.38930 6.13858 4.00887
H 2.49154 4.54626 3.14899
C -8.18430 -3.95117 -3.10752
O -6.77936 -3.71159 -3.05194
C -6.06332 -4.88024 -2.64498
C -4.90140 -4.27480 -1.76089
N -3.89463 -5.26822 -1.56515
H -3.45431 -5.48609 -2.43947
H -3.06638 -4.95405 -1.01120
C -4.34881 -6.59091 -0.89339
C -3.96578 -7.71352 -1.90185
O -4.39880 -8.91793 -1.51064
C -3.78242 -9.45058 -0.42208
H -8.43700 -4.74770 -3.78266
H -8.55760 -2.99307 -3.42250
H -8.58091 -4.28497 -2.16844
H -5.56862 -5.37941 -3.50809
H -6.70045 -5.46411 -2.08088
H -5.32479 -4.14538 -0.79169
H -4.57665 -3.31356 -2.20039
H -5.43777 -6.52663 -0.75523
H -3.93885 -6.57226 0.09486
H -2.89885 -7.71060 -2.07502
H -4.40039 -7.52790 -2.83724
H -4.02824 -10.52978 -0.31034
H -4.11696 -8.90163 0.53272
H -2.66552 -9.41675 -0.61481
C 4.83387 1.31213 -3.50936
O 5.31014 -0.01758 -3.38396
C 4.53294 -0.87107 -2.59480
C 5.07879 -2.26333 -2.69649
N 5.98744 -2.59772 -1.52866
H 5.30814 -2.71962 -0.82694
H 6.39061 -3.53579 -1.71921
C 7.12760 -1.67494 -1.18851
C 7.75383 -1.96638 0.13071
O 8.80252 -1.05365 0.43177
C 9.59399 -1.62897 1.46667
H 4.12133 1.30643 -4.29808
H 5.73236 1.88526 -3.66582
H 4.38584 1.56037 -2.50908
H 3.50046 -0.93804 -3.07244
H 4.44161 -0.57515 -1.53694
H 5.70549 -2.31354 -3.61589
H 4.32420 -3.11079 -2.77125
H 6.62926 -0.74827 -1.23391
H 7.80231 -1.60872 -2.03241
H 8.17392 -3.00433 0.08895
H 7.03230 -1.96251 0.94869
H 10.43379 -0.98436 1.68893
H 9.90926 -2.65158 1.32495
H 9.00318 -1.59448 2.44467
C -3.38043 0.76346 4.21957
O -3.16756 2.23187 4.12936
C -4.19464 2.92748 4.76254
C -3.77056 4.39994 5.19380
N -3.33097 5.18323 3.91018
H -2.43563 4.67559 3.58463
H -4.08238 5.11795 3.23504
C -3.01387 6.61093 4.16072
C -2.78465 7.32247 2.84752
O -2.03986 6.43061 1.99918
C -2.21690 6.44923 0.57725
H -4.28965 0.43290 3.74893
H -3.34512 0.58736 5.25595
H -2.53751 0.23653 3.81944
H -4.59510 2.47355 5.62129
H -5.01148 2.99674 4.10483
H -2.96912 4.39146 5.93615
H -4.67652 4.88882 5.67761
H -2.16021 6.59674 4.84632
H -3.75920 7.08794 4.72051
H -2.20912 8.23256 2.87440
H -3.79337 7.52074 2.30025
H -3.24592 6.74858 0.36810
H -2.10226 5.42361 0.17646
H -1.60301 7.13995 -0.01740
C 5.67439 -5.13988 -5.64387
O 4.59621 -4.63636 -4.76126
C 3.41920 -5.20222 -5.17952
C 2.87633 -4.34283 -6.34109
N 1.39753 -4.17509 -6.34735
H 0.91719 -5.08391 -6.10831
H 1.11067 -3.51470 -5.57938
C 0.87119 -3.53629 -7.56623
C 1.57787 -2.16984 -7.78271
O 1.57485 -1.41732 -6.56451
C 0.42626 -0.55741 -6.46028
H 6.00737 -6.10817 -5.22439
H 6.42475 -4.37458 -5.49443
H 5.20342 -5.23653 -6.59261
H 2.71443 -5.11991 -4.30224
H 3.55268 -6.28997 -5.38177
H 3.08764 -4.69383 -7.32664
H 3.32787 -3.40524 -6.16649
H -0.21977 -3.32891 -7.34190
H 0.95453 -4.17677 -8.43391
H 1.06977 -1.62496 -8.57168
H 2.60888 -2.39117 -8.09780
H 0.21442 0.12862 -7.33928
H 0.65493 -0.08453 -5.49880
H -0.47064 -1.17367 -6.35235
C -6.48074 7.61909 -4.20606
O -5.89161 6.40792 -3.74878
C -4.50414 6.40620 -3.75175
C -4.14231 5.49717 -2.60025
N -4.92369 4.18304 -2.58594
H -4.80678 3.77806 -1.66330
H -5.95782 4.44701 -2.56762
C -4.73431 3.18781 -3.68541
C -5.37081 1.82661 -3.52130
O -4.54946 1.11025 -2.54848
C -4.99324 -0.31237 -2.50612
H -6.43538 7.66912 -5.33679
H -6.09401 8.46199 -3.73004
H -7.52132 7.51951 -3.93744
H -4.12898 7.42680 -3.63580
H -3.99836 6.09075 -4.68929
H -4.26960 6.02833 -1.67993
H -3.15790 5.07328 -2.74824
H -3.66766 3.04665 -3.69556
H -5.10691 3.73376 -4.58796
H -5.25949 1.29532 -4.48208
H -6.40525 1.86473 -3.28407
H -5.98444 -0.39158 -2.94802
H -4.99895 -0.68368 -1.48700
H -4.23403 -0.87187 -3.14040
N 4.28498 -4.67921 -0.39450
S 2.71103 -4.45938 -0.69999
O 1.92152 -5.67418 -0.60796
O 2.46283 -3.48278 -1.75203
F 2.56626 -3.51904 0.59133
S 4.95946 -5.93836 -1.22070
O 6.30712 -5.58743 -1.32991
O 4.27129 -6.22593 -2.38727
F 4.78559 -7.16845 -0.26240
N -2.17257 -3.89901 2.22713
S -1.24073 -5.04164 1.59761
O 0.08061 -4.91315 2.01835
O -1.47280 -5.34716 0.20012
F -1.81927 -6.30110 2.30265
S -3.68145 -3.67120 1.89454
O -4.51085 -4.82873 2.18804
O -3.84583 -2.87818 0.71302
F -4.06094 -2.67395 3.08713
N -1.10581 3.45257 6.69516
S -1.63212 2.28859 7.62624
O -0.68238 1.28157 7.87803
O -3.02115 1.91219 7.31988
F -1.75287 3.09868 8.96961
S -0.46047 3.20291 5.30979
O -0.96795 4.06324 4.29923
O -0.26035 1.79636 5.06915
F 0.92505 3.74571 5.42445
N -5.39078 4.59041 1.91796
S -5.13852 3.25329 1.16662
O -5.36214 2.07193 1.88054
O -3.97368 3.44932 0.37887
F -6.37531 3.16598 0.10864
S -6.79910 4.99054 2.55205
O -7.87030 5.32345 1.66724
O -6.47525 5.85250 3.60525
F -7.30231 3.66459 3.30296
N -2.25447 -5.02141 -4.25494
S -0.88012 -4.49686 -3.82548
O -0.60897 -3.21226 -4.43714
O 0.18821 -5.41519 -3.79342
F -1.10881 -4.13271 -2.32757
S -2.40019 -5.86267 -5.57056
O -3.32172 -6.92068 -5.43240
O -1.08866 -6.17306 -6.15530
F -2.93760 -4.79690 -6.57017
N 4.44503 2.10847 1.86847
S 5.82589 2.54866 2.30931
O 6.89706 2.37372 1.41335
O 6.05339 2.42323 3.70225
F 5.52246 4.13060 2.13741
S 4.02977 0.63107 1.55365
O 5.04695 -0.14704 1.00251
O 2.73504 0.61547 0.90853
F 3.82500 0.05216 3.03557
N 0.47361 3.88149 -2.53893
S 1.62002 4.21685 -3.54450
O 1.76250 3.17085 -4.50843
O 2.64127 4.92589 -2.85382
F 1.03172 5.35437 -4.43075
S -0.84624 3.26690 -2.87903
O -1.60618 3.87587 -3.92151
O -1.55917 2.99673 -1.64691
F -0.42614 1.87892 -3.47279
*
```

orbital gap: 7.0 eV

Formula: C5H8BrN
Source: the OMol25 dataset
Level of theory: ωB97M-V/def2-TZVPD

The geometry in ORCA input format:
```
! wB97M-V def2-TZVPD RIJCOSX def2/J DEFGRID3
* xyz 0 1
C -0.11496 1.14381 0.15609
C 0.06255 -0.18591 0.13806
C 1.89218 -0.89019 -0.00444
C -1.40500 1.84646 -0.04746
C -0.89541 -1.26205 -0.02374
N 2.00380 -2.06290 -0.01721
Br 3.28112 0.49025 -0.02144
H 0.75138 1.77513 0.32504
H -1.17455 2.67753 -0.72113
H -1.67316 2.45179 0.94342
H -2.29035 1.18589 -0.16392
H -0.67056 -1.69658 -1.01483
H -0.72052 -2.11588 0.65555
H -1.94844 -0.85713 -0.02551
H 2.90193 -2.50022 -0.17848
*
```

relative energy (zero: lowest compared OMol25 entry of this formula, charge and spin): 1.699 eV
orbital gap: 9.9 eV

Formula: C17H22N4O3
Source: the OMol25 dataset
Level of theory: ωB97M-V/def2-TZVPD

The geometry in ORCA input format:
```
! wB97M-V def2-TZVPD RIJCOSX def2/J DEFGRID3
* xyz 0 1
C 7.07592 1.57030 -1.53949
C 6.36308 2.07151 -0.44642
C 6.52421 1.25944 0.75003
O 5.94280 -0.17377 0.52223
C 4.57554 -0.55905 0.37222
C 3.49439 0.44865 0.88122
C 2.12832 0.03685 0.95047
C 1.83829 -1.11026 0.30964
C 2.80586 -2.03092 0.03720
C 4.22205 -1.73164 0.16830
H 4.90593 -2.19313 -0.03279
H 2.48512 -2.97048 -0.24006
N 0.54955 -1.72754 0.25319
C -0.58106 -0.76434 0.60718
O -0.74069 0.30980 0.73498
C -1.90037 -1.78004 0.48835
O -1.68999 -3.07280 0.06121
N -3.00111 -1.14305 0.69445
H -2.74755 -0.01410 0.82628
C -4.31234 -1.59182 0.54393
C -4.84949 -1.41436 -1.08846
H -5.91756 -1.75191 -0.91979
H -4.15243 -1.80648 -1.64705
C -4.92238 0.12739 -1.19667
N -5.68505 0.99623 -0.70324
C -5.19045 1.68145 0.51598
N -6.26157 1.94890 1.21422
C -7.35156 1.75152 0.63518
C -7.12582 0.73828 -0.26081
H -7.60422 0.14767 -0.97191
H -8.35023 1.93141 1.00173
H -4.27512 1.87983 0.56747
H -5.22749 0.22010 -2.36441
H -3.87579 0.37818 -1.37381
H -4.99015 -1.25216 1.16038
H -4.17852 -2.51193 0.64871
H 0.38757 -2.51249 -0.05614
H 1.44935 0.90261 1.28691
H 3.76927 1.59337 1.12787
H 7.31159 1.16082 1.09522
H 5.96210 1.53316 1.81768
H 5.01777 2.20484 -0.48769
H 6.43932 3.04162 -0.13480
H 6.81556 2.05637 -2.47068
H 6.62498 0.61382 -1.94037
H 8.24238 1.50815 -1.39764
*
```

relative energy (zero: lowest compared OMol25 entry of this formula, charge and spin): 18.589 eV
orbital gap: 8.4 eV

Which formula does entry 1 have? C6H14O

Which formula does entry 2 have? C7H11N2O